{"formula": "C29H84O13", "method": "ωB97M-V/def2-TZVPD", "symbols": ["C", "C", "C", "O", "H", "H", "H", "H", "H", "H", "H", "H", "C", "C", "C", "O", "H", "H", "H", "H", "H", "H", "H", "H", "C", "C", "C", "O", "H", "H", "H", "H", "H", "H", "H", "H", "C", "C", "C", "O", "H", "H", "H", "H", "H", "H", "H", "H", "C", "C", "C", "O", "H", "H", "H", "H", "H", "H", "H", "H", "C", "C", "C", "O", "H", "H", "H", "H", "H", "H", "H", "H", "C", "C", "C", "O", "H", "H", "H", "H", "H", "H", "H", "H", "C", "C", "C", "O", "H", "H", "H", "H", "H", "H", "H", "H", "C", "O", "H", "H", "H", "H", "C", "O", "H", "H", "H", "H", "C", "O", "H", "H", "H", "H", "C", "O", "H", "H", "H", "H", "C", "O", "H", "H", "H", "H"], "coordinates": [[-7.25, 0.23, -1.81], [-6.85, 1.10, -0.64], [-5.65, 0.48, 0.06], [-6.50, 2.42, -0.91], [-6.58, 0.24, -2.67], [-8.21, 0.61, -2.16], [-7.31, -0.80, -1.45], [-7.67, 1.10, 0.07], [-5.61, 0.97, 1.03], [-4.69, 0.64, -0.43], [-5.91, -0.56, 0.27], [-7.16, 2.78, -1.50], [2.75, -0.15, -2.72], [2.55, 0.88, -3.77], [1.20, 1.61, -3.76], [3.51, 1.85, -3.61], [3.55, -0.82, -3.03], [1.91, -0.84, -2.67], [2.91, 0.23, -1.70], [2.62, 0.41, -4.75], [1.00, 2.24, -2.89], [0.35, 0.94, -3.85], [1.27, 2.30, -4.61], [3.31, 2.25, -2.76], [7.61, -2.13, -0.71], [6.34, -1.31, -0.56], [5.19, -1.94, 0.31], [6.75, -0.08, -0.03], [8.40, -1.60, -1.25], [7.48, -3.08, -1.23], [8.00, -2.56, 0.21], [5.81, -1.25, -1.51], [5.29, -3.01, 0.11], [4.25, -1.45, 0.04], [5.39, -1.80, 1.37], [7.42, 0.26, -0.63], [0.48, 1.23, 4.57], [1.60, 0.91, 5.43], [2.21, -0.55, 5.19], [2.62, 1.83, 5.33], [0.73, 1.18, 3.51], [0.02, 2.21, 4.75], [-0.34, 0.52, 4.67], [1.33, 1.01, 6.49], [2.63, -0.77, 4.21], [1.42, -1.29, 5.33], [3.02, -0.71, 5.89], [3.13, 1.61, 4.54], [-3.09, -5.10, 5.78], [-1.61, -4.71, 5.84], [-1.36, -3.40, 5.05], [-1.22, -4.59, 7.20], [-3.32, -5.33, 4.74], [-3.57, -4.21, 6.19], [-3.40, -5.91, 6.45], [-1.09, -5.54, 5.35], [-1.63, -3.57, 4.01], [-0.32, -3.08, 5.03], [-2.07, -2.60, 5.25], [-0.27, -4.73, 7.27], [-3.67, 2.15, -5.33], [-4.55, 2.56, -4.07], [-6.00, 2.76, -4.34], [-4.40, 1.58, -3.05], [-2.81, 1.54, -5.06], [-3.26, 2.99, -5.88], [-4.38, 1.54, -5.91], [-4.20, 3.55, -3.76], [-6.46, 3.43, -3.61], [-6.55, 1.83, -4.48], [-6.07, 3.22, -5.33], [-4.99, 1.84, -2.34], [2.44, 5.34, 0.71], [3.46, 4.57, -0.09], [3.83, 3.20, 0.31], [2.90, 4.39, -1.39], [2.74, 5.79, 1.66], [1.62, 4.75, 1.10], [2.14, 6.25, 0.20], [4.34, 5.20, -0.22], [4.26, 3.18, 1.32], [4.60, 2.75, -0.31], [2.96, 2.55, 0.31], [2.97, 5.25, -1.82], [-0.60, -3.12, -2.29], [-1.33, -3.24, -1.01], [-0.59, -4.15, 0.00], [-1.59, -2.02, -0.35], [-1.25, -2.73, -3.07], [-0.40, -4.15, -2.58], [0.28, -2.48, -2.30], [-2.34, -3.53, -1.29], [0.31, -3.65, 0.33], [-0.48, -5.11, -0.52], [-1.14, -4.36, 0.92], [-1.16, -1.24, -0.70], [5.41, 0.77, 3.09], [4.74, 1.86, 3.79], [5.79, 0.07, 3.84], [4.67, 0.31, 2.44], [6.15, 1.40, 2.59], [5.25, 2.67, 3.72], [-3.66, -2.09, 2.52], [-3.06, -2.97, 1.67], [-2.92, -1.54, 3.11], [-4.26, -1.38, 1.95], [-4.30, -2.66, 3.19], [-2.54, -2.45, 1.05], [-1.91, 3.61, -1.44], [-1.67, 2.41, -2.14], [-2.71, 4.10, -2.01], [-2.11, 3.49, -0.38], [-0.98, 4.17, -1.45], [-2.46, 2.05, -2.56], [1.48, -1.95, -5.36], [1.85, -3.16, -5.91], [0.39, -1.91, -5.30], [1.87, -1.86, -4.34], [2.02, -1.10, -5.77], [2.59, -3.60, -5.49], [-0.18, 0.34, 0.25], [-0.40, 0.30, -1.14], [-1.10, 0.13, 0.81], [0.48, -0.49, 0.53], [0.19, 1.31, 0.55], [-0.57, 1.18, -1.49]], "lumo_energy_ev": 0.460, "gap_ev": 9.942, "spin_multiplicity": 1, "de_lowest_kj_mol": 353.5}